Molecular formula: C32H40Br3N8V
Method: DFT, ωB97M-V/def2-TZVPD

Geometry as ORCA input:
```
! RIJCOSX wB97M-V def2-TZVPD def2/J DEFGRID3
* xyz 0 3
V 13.95085 10.23647 9.54486
Br 14.23128 9.89181 7.15352
Br 13.41191 8.08993 10.68659
Br 12.14075 11.77898 10.19679
N 7.52567 13.56872 7.30372
C 7.53958 13.48456 8.63860
C 6.46368 12.66026 9.01364
C 5.65498 12.42585 7.85758
C 6.34090 13.03824 6.83285
H 8.13107 14.14099 6.75708
H 8.32951 13.92405 9.17806
H 6.18574 12.42484 10.03314
H 4.72282 11.84053 7.75798
H 6.17683 13.01353 5.74616
N 10.87834 13.65013 7.71565
C 10.98922 13.50068 6.34569
C 10.52534 14.62133 5.72534
C 10.16467 15.50572 6.80819
C 10.32112 14.88733 8.01550
H 11.00109 12.88914 8.31270
H 11.33847 12.55290 6.00842
H 10.44939 14.67321 4.68143
H 9.63943 16.44825 6.69156
H 9.91181 15.10989 9.01756
N 13.06263 11.20610 13.61897
C 13.95899 12.16932 13.99227
C 14.89592 11.57110 14.85364
C 14.58711 10.16856 14.87030
C 13.38687 10.02394 14.15678
H 12.35028 11.32909 12.95296
H 13.86900 13.20567 13.62297
H 15.81681 11.85414 15.32174
H 15.04832 9.33039 15.40085
H 12.84694 9.08827 14.08224
N 9.53646 9.33020 12.01909
C 9.62888 8.74898 13.30691
C 8.45134 8.96226 13.90478
C 7.60877 9.69126 13.05610
C 8.29978 9.88678 11.92771
H 10.23526 9.16281 11.32455
H 10.46648 8.14370 13.60132
H 8.19038 8.62827 14.87668
H 6.62430 10.07815 13.29517
H 7.97988 10.36677 10.94827
N 9.04728 9.80119 7.94194
C 8.40672 8.61426 7.78851
C 9.35707 7.63053 7.65408
C 10.66739 8.22954 7.61813
C 10.44100 9.61479 7.78746
H 8.67119 10.69904 7.91096
H 7.35719 8.57225 7.74972
H 9.09065 6.59066 7.53300
H 11.61997 7.70541 7.51951
H 11.11726 10.40116 7.72565
N 15.91044 10.49032 11.82833
C 15.57935 11.55890 11.00832
C 15.98632 11.34633 9.70737
C 16.67882 10.10947 9.72722
C 16.52875 9.53888 10.99947
H 15.54539 10.47906 12.78340
H 15.02549 12.32094 11.48630
H 15.91248 12.04306 8.85450
H 17.18013 9.61399 8.89228
H 16.86686 8.60335 11.41803
N 10.26164 12.43472 15.28491
C 11.08254 13.56058 15.43969
C 11.03514 14.24367 14.21481
C 10.09977 13.57369 13.40192
C 9.71444 12.44847 14.05767
H 10.04921 11.72072 15.97674
H 11.49425 13.85145 16.40948
H 11.59676 15.15841 13.95036
H 9.70185 13.91838 12.42784
H 8.97511 11.66340 13.74103
N 14.32266 17.18012 8.72456
C 14.13638 15.82050 8.71901
C 15.22636 15.22920 9.29090
C 16.08886 16.36620 9.71417
C 15.50888 17.51034 9.33216
H 13.72471 17.86117 8.32850
H 13.26658 15.43641 8.27587
H 15.38062 14.22631 9.50345
H 17.04325 16.27467 10.17026
H 15.74611 18.54625 9.46375
*
```

**Highest occupied orbital energy (alpha / beta)**: -7.976 / -7.977 eV
**<S²>**: 2.03
**Largest force on an atom**: 4.14 eV/Å

Results of the Löwdin charge analysis, in e, for atoms 1 through 8: -0.07 0.12 0.04 0.21 0.02 -0.15 -0.11 -0.11



Molecular formula: C5H13NSi
Method: DFT, ωB97M-V/def2-TZVPD

Geometry as ORCA input:
```
! RIJCOSX wB97M-V def2-TZVPD def2/J DEFGRID3
* xyz 0 1
C 1.76174 1.94984 -1.12045
C 0.86609 0.97764 -1.33880
Si -0.41358 -0.02981 -0.01914
C 0.22252 -0.37155 1.68800
C 0.35694 0.82353 2.59644
N -0.78718 -1.57990 -0.66398
C -1.40953 -1.73987 -1.99590
H 2.32598 2.37453 -1.98489
H 1.87631 2.34685 -0.02682
H 0.72659 0.51198 -2.35931
H -1.92289 0.69255 -0.11532
H -0.32199 -1.12407 2.28009
H 1.28988 -0.63603 1.64059
H 0.92749 0.69542 3.45687
H 0.72642 1.73877 2.10684
H -0.66331 1.01409 2.94686
H -0.76352 -2.42861 -0.19882
H -2.27140 -2.33238 -1.77931
H -1.86959 -0.84890 -2.35732
H -0.65699 -2.03410 -2.75561
*
```

**ΔE to the lowest compared entry with this formula, charge and spin**: 47.6 kcal per mole
**Highest occupied orbital energy**: -8.701 eV
**Largest force on an atom**: 3.09 eV/Å
**SMILES string**: C=C[Si@H](CC)NC

Results of the natural (NBO) charge analysis, in e, for atoms 1 through 8: -0.41 -0.57 1.53 -0.91 -0.59 -1.09 -0.42 0.21



Molecular formula: C5H7NO
Method: DFT, ωB97M-V/def2-TZVPD

Geometry as ORCA input:
```
! RIJCOSX wB97M-V def2-TZVPD def2/J DEFGRID3
* xyz 0 1
H 2.70446 -1.57751 0.11227
N 1.78473 -1.79811 0.49019
C 0.99582 -0.81227 0.40946
C -0.43743 -1.04735 0.69755
C -1.34231 -0.36285 -0.01270
C -0.90286 1.01732 0.18731
C 0.37408 1.37718 0.09125
O 1.33514 0.40833 -0.12356
H -0.69207 -1.74729 1.46971
H -2.37764 -0.66017 -0.16432
H -1.62535 1.60226 0.73793
H 0.77136 2.36722 0.23741
H -0.10980 0.93989 -2.09061
H -0.47812 0.29335 -2.04189
*
```

**ΔE to the lowest compared entry with this formula, charge and spin**: 97.9 kcal per mole
**Highest occupied orbital energy**: -8.307 eV
**Largest force on an atom**: 1.42 eV/Å
**SMILES string**: [H]/N=c1/cccco1.[H][H]

Results of the natural (NBO) charge analysis, in e, for atoms 1 through 8: 0.35 -0.66 0.50 -0.16 -0.22 -0.28 0.07 -0.48



Molecular formula: C5H14N2S
Method: DFT, ωB97M-V/def2-TZVPD

Geometry as ORCA input:
```
! RIJCOSX wB97M-V def2-TZVPD def2/J DEFGRID3
* xyz 0 1
C 0.25632 1.63418 2.55885
N 0.30550 0.69874 1.40326
C -1.00873 0.36201 0.70325
C -0.66309 -0.29741 -0.57530
N -1.86315 0.25715 -1.42772
C 0.80568 -0.18661 -1.25422
C 1.67244 -1.28130 -0.65891
S 1.25224 -2.88443 -1.51734
H -0.57648 1.28830 3.10817
H 0.05874 2.76424 2.24216
H 1.26302 1.51827 3.08024
H 0.84416 1.24111 0.74736
H -1.69165 -0.21650 1.33981
H -1.73175 1.29897 0.53586
H -0.92465 -1.42853 -0.55557
H -1.93598 -0.21967 -2.40745
H -2.74125 0.01781 -0.97382
H 1.24953 0.84116 -1.05496
H 0.75816 -0.25487 -2.34844
H 1.55163 -1.50182 0.39290
H 2.73678 -1.17666 -0.93070
H 0.38254 -2.47413 -2.40743
*
```

**ΔE to the lowest compared entry with this formula, charge and spin**: 45.2 kcal per mole
**Highest occupied orbital energy**: -8.799 eV
**Largest force on an atom**: 4.68 eV/Å
**SMILES string**: CNC[C@@H](N)CCS

Results of the natural (NBO) charge analysis, in e, for atoms 1 through 8: -0.41 -0.62 -0.25 -0.06 -0.86 -0.42 -0.49 -0.08



Molecular formula: C4H4O3
Method: DFT, ωB97M-V/def2-TZVPD

Geometry as ORCA input:
```
! RIJCOSX wB97M-V def2-TZVPD def2/J DEFGRID3
* xyz 0 1
O 1.56549 -1.66403 1.56766
C 1.50405 -0.57405 1.14803
C 1.40048 0.66606 0.69573
O 1.36393 0.93257 -0.65995
H 1.44010 1.48294 1.41040
H 0.42943 0.88149 -0.93100
C -1.62857 0.20240 -0.80248
C -1.23858 -1.01958 -0.49221
O -0.86919 -2.08938 -0.22770
H -1.82057 0.90722 -0.00262
H -1.90640 0.42414 -1.82491
*
```

**ΔE to the lowest compared entry with this formula, charge and spin**: 64.2 kcal per mole
**Highest occupied orbital energy**: -8.891 eV
**Largest force on an atom**: 1.09 eV/Å
**SMILES string**: O=C=CO.C=C=O

Results of the natural (NBO) charge analysis, in e, for atoms 1 through 8: -0.44 0.65 -0.23 -0.70 0.21 0.49 -0.85 0.74



Molecular formula: C16H19N3O3S
Method: DFT, ωB97M-V/def2-TZVPD

Geometry as ORCA input:
```
! RIJCOSX wB97M-V def2-TZVPD def2/J DEFGRID3
* xyz 0 1
C -7.43537 -1.05617 0.32502
C -5.83542 -1.29286 0.19058
O -5.32143 -2.28644 0.22224
N -5.23984 -0.14085 0.05772
C -3.89142 -0.07985 -0.13683
C -3.51292 1.32558 -0.00065
C -2.19735 1.55835 0.04289
C -1.21662 0.65971 -0.24164
N 0.22022 0.73298 -0.29188
C 0.77984 1.85092 0.48369
O 0.27670 2.63206 1.41123
C 2.30689 1.94436 0.27457
C 2.38762 0.81746 -0.72192
N 3.47679 -0.35502 -0.67634
C 4.77228 0.19796 -0.82430
C 5.86374 -0.82046 -0.89444
S 5.79863 -1.43024 1.04448
C 4.23784 -0.96923 1.52745
C 3.17300 -1.11771 0.50488
C 1.08449 0.33343 -0.99112
O 0.74319 -0.64889 -1.91033
C -1.69538 -0.64853 -0.14744
C -2.95580 -0.99206 0.00074
H -8.10427 -1.88705 0.41957
H -7.66713 -0.51685 1.25831
H -7.95840 -0.48411 -0.42810
H -5.86282 0.78399 0.07721
H -4.16755 2.24951 0.21482
H -1.73573 2.71222 -0.34467
H 2.78276 1.35244 1.20112
H 2.62951 2.77105 0.11489
H 2.72743 1.59574 -1.73613
H 5.03612 0.97559 -0.05367
H 4.91591 0.66743 -1.82843
H 5.37430 -1.69786 -1.33961
H 6.71612 -0.64591 -1.23071
H 4.00594 -1.98454 2.25059
H 4.32505 0.07609 1.87888
H 2.22589 -0.87840 0.49643
H 3.37557 -2.14946 -0.11731
H -1.03791 -1.38963 -0.16065
H -3.40048 -1.76476 0.07887
*
```

**ΔE to the lowest compared entry with this formula, charge and spin**: 342.9 kcal per mole
**Highest occupied orbital energy**: -8.628 eV
**Largest force on an atom**: 18.07 eV/Å
**SMILES string**: CC(=O)Nc1ccc(N2C(=O)C[C@@H](N3CCSCC3)C2=O)cc1

Results of the natural (NBO) charge analysis, in e, for atoms 1 through 8: -0.77 0.72 -0.56 -0.61 0.21 -0.29 -0.08 0.06